1.
A gas-phase ion, C5H10N (charge +1) in a non-equilibrium geometry, computed with the ωB97M-V functional and the def2-TZVPD basis.

Properties
E = -6827.223 eV
Total charge = +1
LUMO energy (alpha / beta) = -5.71 / -5.40 eV
Spin multiplicity = 1

XYZ file:
```
16
Properties=species:S:1:pos:R:3:forces:R:3
N 0.29326 1.25097 1.90356 0.37 -1.23 -0.02
C 0.81429 0.36845 1.09654 -2.44 0.19 -4.01
C 0.26404 -0.06453 -0.18955 -0.27 -1.31 2.15
C 1.29793 -0.79492 -1.05077 -0.78 3.19 -1.32
C -1.64870 -0.89446 -0.49658 -0.15 2.15 3.06
C -1.09459 0.46649 -0.57607 0.89 -2.60 -4.68
H -1.17696 0.79875 -1.62093 0.63 0.36 0.21
H 0.96356 -1.21427 -1.98940 -0.50 -0.46 0.17
H 1.83678 0.31562 1.04747 2.58 -0.65 0.87
H -0.68904 1.28005 1.90555 -1.33 0.59 0.54
H -1.66862 -1.70778 -1.15509 0.87 -0.60 -1.40
H 1.91233 -1.43006 -0.50172 0.74 -1.36 0.90
H 0.80979 1.42921 2.73015 0.15 0.66 0.90
H -1.47896 1.19136 0.01785 -1.29 1.84 2.02
H -2.38465 -1.02856 0.29520 0.60 -0.31 0.44
H 1.94955 0.03368 -1.41620 -0.06 -0.47 0.17
```
Forces are in eV/Å.

=====

2.
A single C21H24N2O4 molecule, computed with the ωB97M-V functional and the def2-TZVPD basis.

Properties
E = -33338.311 eV
LUMO energy = 0.79 eV
Spin multiplicity = 1
Structure (SMILES) = CC1(C)NC(=O)N(CCOCCOc2ccccc2-c2ccccc2)C1=O

XYZ file:
```
51
Properties=species:S:1:pos:R:3:forces:R:3
O -1.06653 1.14349 -1.04007 0.14 0.16 0.33
O 2.04069 -1.17521 -1.66279 0.19 0.27 -0.48
O -0.66684 -4.07508 0.56980 -0.25 -0.19 0.06
O -1.67813 -1.69268 -1.85724 -0.03 0.16 0.12
N 0.61845 -2.80313 -0.84213 0.08 -0.05 -0.32
N 1.59845 -1.43223 0.58214 0.08 0.07 0.23
C 1.57481 1.98620 -0.20684 0.04 0.02 0.06
C -1.85488 0.65540 -2.10217 -0.11 -0.36 -0.47
C -0.49299 -1.27411 1.86263 0.02 -0.19 -0.09
C -3.13605 3.91249 0.23309 0.05 0.07 0.09
C 0.70262 2.18670 0.85970 0.21 -0.10 0.05
C -1.06897 3.81179 1.41917 -0.04 -0.10 -0.12
C 0.65260 -2.17290 1.38736 -0.15 -0.02 0.42
C -0.64571 2.73961 0.64452 -0.17 -0.02 -0.14
C 1.14930 1.92049 2.15247 -0.04 0.01 -0.07
C 0.09130 -3.16240 0.36263 0.35 0.25 0.20
C -1.50603 2.23306 -0.34646 0.02 0.09 0.16
C 0.17269 -3.29368 -2.12270 -0.31 0.14 -0.09
C 2.43518 1.46024 2.37317 0.11 -0.02 0.07
C -1.32372 -2.97525 -2.30539 0.07 -0.31 0.03
C -1.20959 -0.61655 -2.64413 -0.15 0.35 0.09
C 1.48820 -1.70597 -0.73147 0.09 -0.18 0.17
C 1.33240 -2.88999 2.54957 -0.17 -0.06 -0.26
C 2.86342 1.53518 0.01340 0.09 0.04 0.02
C -2.74220 2.83729 -0.54611 0.00 -0.22 -0.23
C -2.30555 4.39994 1.22341 -0.15 0.08 0.04
C 3.29759 1.26703 1.30388 0.11 0.10 0.02
H 3.52749 1.38271 -0.82307 0.04 -0.04 -0.08
H 2.05099 -0.58988 0.90499 -0.06 0.01 -0.11
H -1.26775 -1.88320 2.32030 -0.09 -0.05 0.09
H -0.12498 -0.55101 2.58672 0.04 0.05 0.06
H -1.91085 -3.65349 -1.68225 0.07 0.00 -0.18
H -1.50863 -0.76494 -3.69261 0.01 0.04 0.08
H -2.61181 5.23654 1.83245 -0.02 0.08 0.05
H -1.59830 -3.11453 -3.36143 0.01 -0.01 0.09
H -0.91848 -0.73870 1.01612 -0.06 0.08 -0.07
H 0.62695 -3.57639 3.00966 -0.06 -0.05 0.10
H 0.78831 -2.79316 -2.87441 -0.04 -0.12 0.10
H 2.76890 1.25594 3.38088 0.02 -0.02 0.07
H 0.32149 -4.37446 -2.18326 0.00 0.07 -0.06
H -0.39989 4.20328 2.17153 0.08 0.02 0.05
H -4.10026 4.36587 0.05790 -0.08 0.03 -0.02
H 2.18969 -3.45569 2.19260 0.08 -0.06 0.00
H 1.24628 2.19857 -1.21145 -0.04 -0.02 -0.10
H -0.11863 -0.51811 -2.59313 -0.05 -0.02 -0.07
H -2.86280 0.39810 -1.75315 0.08 0.08 -0.07
H 4.30423 0.91462 1.47618 0.07 -0.04 0.01
H 0.47963 2.07180 2.98736 -0.07 -0.01 0.06
H -3.41225 2.47741 -1.31036 -0.03 -0.07 -0.06
H 1.66851 -2.16921 3.29107 0.03 0.08 0.07
H -1.92235 1.41096 -2.89679 -0.02 -0.05 0.10
```
Forces are in eV/Å.